{
  "formula": "C15H29Cl4O5Rb",
  "method": "ωB97M-V/def2-TZVPD",
  "symbols": ["Rb", "C", "C", "O", "H", "H", "H", "H", "H", "C", "Cl", "Cl", "Cl", "Cl", "C", "C", "O", "C", "H", "H", "H", "H", "H", "H", "C", "C", "O", "C", "H", "H", "H", "H", "H", "H", "C", "C", "O", "C", "H", "H", "H", "H", "H", "H", "C", "C", "O", "C", "H", "H", "H", "H", "H", "H"],
  "coordinates": [[-2.63770, -0.38780, 2.27881], [0.43126, 0.32040, 0.01779], [-0.64739, -0.74352, 0.40830], [-1.99971, -0.35535, 0.49983], [1.44919, -0.04924, -0.10587], [0.51473, 1.09896, 0.77605], [0.11534, 0.92702, -0.83092], [-0.20725, -1.21423, 1.28740], [-0.70432, -1.53158, -0.34257], [2.10885, -2.53806, 0.61083], [2.38924, -1.41870, -0.70111], [0.51518, -3.29680, 0.40118], [3.33060, -3.92289, 0.75397], [2.09715, -1.61634, 2.14402], [-1.20205, -0.23746, -4.42229], [-1.72432, -0.20136, -3.00368], [-2.92862, -0.20873, -2.71898], [-0.68400, -0.07669, -1.89010], [-0.96977, 0.76322, -4.78671], [-1.97488, -0.74682, -4.99794], [-0.26658, -0.78732, -4.52556], [-1.07569, 0.34368, -0.96384], [0.21107, 0.44012, -2.23631], [-0.37048, -1.07074, -1.57124], [2.27111, 0.25989, -1.51339], [2.71469, 1.16122, -2.68718], [2.40996, 0.90883, -3.89325], [3.59312, 2.33163, -2.41413], [1.87748, -0.71131, -1.81327], [1.55011, 0.81420, -0.91256], [3.18204, 0.05572, -0.95069], [4.36214, 2.15518, -1.66208], [2.97282, 3.20045, -2.19396], [4.08075, 2.48861, -3.37625], [-3.60032, 3.06304, 1.16911], [-2.15897, 3.10672, 1.61232], [-1.61134, 4.19872, 1.84082], [-1.29098, 1.81741, 1.64402], [-3.67908, 2.54209, 0.21491], [-3.88407, 4.08440, 0.91531], [-4.15113, 2.58031, 1.97639], [-1.43454, 1.26736, 0.71400], [-1.57586, 1.17490, 2.47717], [-0.21931, 2.01503, 1.66790], [0.48320, -1.20216, 3.65807], [0.20192, -2.64861, 3.40113], [0.89201, -3.53067, 3.89280], [-0.90809, -2.94662, 2.35540], [-0.28771, -0.81150, 4.32229], [0.53602, -0.60452, 2.74805], [1.44403, -1.16065, 4.17108], [-0.61643, -2.58041, 1.37106], [-1.82043, -2.50234, 2.75331], [-1.10284, -4.01645, 2.43048]],
  "forces_ev_per_a": [[-7.0, -2.5, 11.4], [-1.0, 1.1, 4.8], [-0.7, 0.4, 0.0], [5.3, -0.8, -10.4], [-3.3, -0.4, 3.0], [0.7, -0.9, 0.3], [1.3, 0.4, 2.0], [-0.5, 1.0, 0.3], [0.6, 0.1, 1.1], [1.2, -3.0, 1.2], [1.8, -12.7, 6.9], [4.5, -2.9, -3.6], [-0.6, 1.0, -0.1], [4.1, -1.3, -4.1], [-0.4, -0.6, 0.1], [-0.9, 0.5, 1.2], [2.0, -0.1, -0.9], [-2.5, -0.4, -4.4], [-0.3, 0.1, 0.0], [0.1, 0.4, -0.4], [0.0, -0.1, 0.3], [-2.1, -0.3, -2.8], [-0.6, 0.0, -1.1], [0.1, 0.3, -1.4], [4.5, 8.8, -7.2], [-1.2, -2.1, -3.3], [0.5, 0.6, 3.7], [0.3, 0.0, -0.6], [-1.5, 3.1, -4.4], [1.9, 0.9, -1.9], [0.6, 2.8, -1.0], [-0.3, 0.1, 0.2], [0.1, 0.1, 0.2], [0.1, 0.4, 0.1], [0.9, 0.1, -0.4], [2.6, 1.8, 0.1], [-1.2, -2.0, -0.3], [-0.3, 2.7, 0.2], [-0.1, -0.6, 0.2], [-0.3, 0.0, 0.7], [-0.6, 0.1, -0.3], [-0.7, 0.5, 0.6], [1.5, 2.2, -0.2], [-0.7, 1.0, 0.9], [-1.7, 1.0, 2.4], [0.0, -1.5, -0.7], [-1.3, 0.8, -0.2], [-1.4, -0.3, 3.9], [-0.2, 0.2, 0.4], [-1.2, 0.4, 1.1], [-0.3, 0.4, 0.5], [-2.3, 0.0, 2.3], [0.1, -0.2, 0.1], [0.2, -0.1, -0.5]],
  "lowdin_charge": [1.312, -0.244, -0.510, -0.779, -0.034, 0.081, 0.070, -0.003, 0.047, -1.594, 0.880, 0.786, 0.500, 0.830, -0.016, -0.394, 0.054, -0.086, 0.091, 0.081, 0.078, 0.056, 0.086, 0.096, -0.404, -0.369, 0.018, -0.018, -0.041, 0.044, 0.066, 0.086, 0.096, 0.088, -0.005, -0.412, 0.043, -0.120, 0.094, 0.090, 0.085, 0.039, -0.055, 0.082, -0.242, -0.547, 0.050, -0.194, 0.096, 0.000, 0.070, -0.126, 0.003, 0.097],
  "total_energy_ev": -76983.086,
  "orbital_gap_ev": 7.63,
  "spin_multiplicity": 1,
  "homo_ev": -8.0,
  "e_lumo_ev": -0.34
}